{
  "formula": "C28H50LiN2O19",
  "method": "ωB97M-V/def2-TZVPD",
  "e_lumo_ev": -4.925,
  "e_above_lowest_kj_mol": 232.8,
  "homo_lumo_gap_ev": 6.908,
  "total_charge": 1,
  "max_force_ev_per_a": 13.3,
  "spin_multiplicity": 1,
  "symbols": ["H", "H", "O", "O", "H", "H", "O", "C", "C", "H", "H", "C", "H", "H", "H", "H", "O", "H", "C", "H", "H", "H", "H", "C", "O", "H", "H", "H", "H", "O", "H", "C", "O", "H", "C", "C", "H", "H", "H", "H", "C", "H", "C", "O", "H", "O", "C", "H", "C", "O", "H", "H", "Li", "H", "C", "H", "O", "O", "C", "C", "O", "C", "H", "N", "O", "H", "C", "H", "H", "H", "C", "C", "C", "O", "O", "H", "H", "C", "H", "C", "H", "C", "H", "C", "H", "H", "H", "H", "H", "O", "C", "H", "N", "C", "O", "H", "C", "C", "H", "O"],
  "xyz": [[-2.2858, 1.9478, -4.0817], [-5.8000, 2.1641, 2.4796], [-4.0714, 1.4403, -1.4358], [2.8426, -5.8521, 1.8484], [-1.5856, -4.6897, 3.7134], [5.8986, 1.5915, 1.2990], [4.0647, -0.3369, 2.8925], [-4.2893, 2.4372, 6.3777], [1.3397, 2.3199, -5.3352], [3.7552, -2.4378, -1.4631], [-2.4435, 1.7370, -0.2886], [2.7865, -2.7740, -1.0295], [-2.7121, -1.9196, 0.8858], [-0.2504, 2.8370, -3.1610], [3.4092, -3.5739, -5.1934], [3.4840, -0.1695, -3.6404], [-4.3706, -1.8592, 1.5062], [4.3959, -2.5822, -4.1306], [-4.2388, 2.2198, 0.6759], [-1.2056, 0.4168, -4.4279], [-5.9683, 0.6194, 1.3434], [-3.7575, 2.9633, 1.1797], [2.9869, 0.0443, -5.3642], [-5.1017, 2.2579, -1.3404], [5.9696, -0.3690, 2.1485], [-1.9446, 0.2832, 6.3063], [-1.3308, 1.9978, -5.4666], [-1.4974, 0.9543, 3.8257], [3.3899, 2.2323, -3.3973], [-5.9134, -1.7275, 3.1379], [3.9352, -2.4851, -6.0882], [5.4133, 0.6503, 1.2823], [2.6203, -1.9098, -4.5224], [-4.6456, 0.7642, 2.4375], [-1.3331, 1.5574, -4.4531], [2.8326, -0.4711, -4.4802], [-1.3968, 2.8666, 7.1047], [2.6286, -3.6288, -1.7683], [-1.7770, -2.3717, 3.0085], [0.4292, -2.5903, 1.4449], [-2.2288, -4.3917, 2.8489], [-2.9917, 1.7379, 3.6938], [-2.6717, -2.9570, 2.5843], [0.1737, 1.7701, 0.8775], [-2.8142, -0.1574, 4.1069], [-3.7679, 1.1223, 6.1767], [3.7855, -2.5622, -4.9659], [2.4579, -1.7365, 0.8289], [-4.7599, -1.9720, 2.7579], [1.1370, -4.5579, 1.3306], [4.5580, -0.5681, -0.4695], [-0.1155, 3.9813, -5.4449], [0.2597, 3.7587, 1.2671], [3.2673, 0.7437, 1.1794], [2.4519, -2.8333, 0.4097], [2.4011, 2.2177, -5.5231], [5.5386, -1.8924, 3.5250], [-3.2379, 3.2380, 6.4036], [-5.1820, 1.5103, 1.7892], [0.9682, 3.7706, -5.3659], [-0.8908, -0.0639, 1.1466], [5.3124, 0.2595, -0.2153], [1.0157, -0.4500, -3.3508], [1.2707, 1.5653, -3.9476], [-5.4400, 2.8242, 6.5439], [-0.2725, 1.1836, -2.5012], [2.4720, -4.7880, 1.4969], [1.4229, 4.4224, -6.1337], [0.8981, -0.3220, -5.1120], [0.9065, 1.5519, -5.8208], [5.1881, -0.8843, 2.8657], [-2.4636, 1.1682, 5.8391], [-2.4642, 0.8701, 4.2817], [3.1857, -3.8905, 1.0046], [-3.7405, -2.5993, 3.4219], [1.8823, -2.1706, -1.3435], [4.2873, 1.6310, 2.6125], [-3.2420, -2.5455, 1.2324], [-3.7013, 0.2347, -0.0414], [-3.5234, 1.2520, -0.2390], [-1.3059, -4.5313, 2.2272], [-2.0545, 2.6252, 6.2191], [-1.2941, 2.9429, 5.5174], [0.9800, -3.2805, 0.7315], [-3.0508, -5.1276, 2.4090], [2.0214, 2.9836, -2.7054], [1.2689, 4.2538, -4.4349], [2.2812, 1.3086, -2.0311], [6.3025, -0.1696, -0.5121], [0.8923, 0.0417, -0.1031], [2.2809, 2.0414, -2.9387], [0.3332, -3.5364, -0.1681], [0.0209, 0.6120, 0.5265], [1.4371, 0.0306, -4.2009], [-5.8545, 2.5375, -2.2931], [-3.6113, -3.2870, 0.6048], [-0.2138, 1.8592, -3.4072], [4.0747, 0.7076, 1.9582], [5.0952, 1.1713, -0.8148], [-5.1988, 2.7919, -0.1642]],
  "forces_ev_per_a": [[0.07, -0.72, 0.52], [0.95, -0.40, -1.19], [-1.08, 0.09, -3.69], [0.71, -0.85, 1.09], [-1.94, 0.56, 0.52], [1.08, 0.53, 0.62], [-5.84, 1.29, -0.21], [-2.25, -0.92, 0.34], [3.24, 0.46, 2.84], [-0.54, 0.59, 1.19], [-1.40, -2.13, 0.21], [-1.80, 0.19, -3.71], [7.89, 7.60, -5.67], [0.39, 3.22, 1.10], [0.17, -0.40, 1.28], [0.31, -0.36, -0.63], [-3.22, 2.62, 0.02], [2.56, 0.03, 0.59], [-4.79, -3.70, 2.61], [-1.45, 1.51, -0.88], [1.98, 2.96, 0.51], [2.00, 1.97, 0.93], [1.82, 0.17, -2.27], [-3.80, 1.85, -5.19], [8.72, 5.65, -8.22], [-0.20, 1.29, 0.00], [0.89, -0.34, 0.50], [1.06, -0.30, 0.10], [-2.68, -1.18, 0.82], [4.03, -0.25, -0.49], [1.27, 1.61, 1.40], [-1.34, -2.20, -1.47], [-0.12, 2.91, -0.63], [0.09, 1.19, -0.38], [1.07, -1.93, 0.88], [-1.59, -1.05, 3.01], [-0.99, -1.23, 0.05], [-0.10, -0.03, 1.89], [-1.12, -0.04, -1.37], [0.73, -0.65, -0.99], [0.24, -1.69, -2.79], [0.14, -1.89, 1.26], [2.03, -0.19, 2.29], [0.19, 4.85, 0.03], [-0.39, 0.64, -0.08], [-4.52, 1.56, 1.66], [-3.05, -2.48, -3.14], [1.14, -2.22, -0.12], [-3.00, -1.21, 1.39], [0.15, 0.84, 0.59], [0.83, 1.30, 0.70], [0.44, -0.40, 0.01], [-0.16, -1.33, -0.09], [0.16, -0.12, 1.43], [-1.35, 0.82, 0.56], [0.34, 0.16, -0.46], [-1.76, 2.30, -0.98], [-1.12, 2.82, -0.56], [-1.02, -3.31, -0.17], [-1.36, 1.15, 0.29], [1.19, 1.37, -2.14], [0.56, -1.55, -0.12], [-0.37, -0.36, 0.84], [-1.17, 0.23, -0.43], [3.42, -1.90, -0.67], [-0.28, 0.89, -0.98], [-3.08, -4.28, 0.45], [0.14, -1.00, 0.03], [-0.25, 0.80, 0.81], [-2.13, -1.32, -2.92], [-0.19, -10.14, 8.08], [2.16, -1.11, -1.88], [-0.03, 2.15, -0.01], [3.35, 4.60, -0.67], [-2.22, 0.70, 1.76], [1.40, 0.35, -0.46], [-1.84, -0.71, -0.97], [-4.02, -7.28, 4.80], [0.89, -1.32, 1.23], [4.08, 2.34, 2.29], [-0.94, 0.11, -0.78], [3.72, -2.15, 1.31], [-0.88, 1.00, -1.46], [-1.46, -0.35, -0.66], [1.89, 1.11, 1.55], [-1.20, 3.18, 1.37], [0.14, -0.09, 0.13], [0.05, 1.46, -1.60], [-0.69, 0.58, -0.04], [0.44, -0.16, -1.82], [2.75, -3.45, -0.81], [0.78, 1.07, 0.77], [-1.60, -4.62, 4.02], [-0.97, 0.65, -0.51], [2.35, -1.01, 2.72], [0.54, -2.01, -1.29], [0.88, -3.52, -1.03], [0.07, 3.68, 0.77], [0.15, -0.60, 0.38], [-0.31, 1.46, 0.07]]
}